Model w:
Computed, not measured: a single C3H8N2S2 molecule, with ωB97M-V with the def2-TZVPD basis set.

```
15
Properties=species:S:1:pos:R:3:mulliken_charge:R:1
C -1.881 -0.150 -0.064 0.279
C 1.151 -0.302 1.222 -1.061
C 1.282 0.298 -1.081 -0.961
N -0.716 -0.662 -0.256 -0.306
N 0.440 0.098 0.047 0.156
S -3.247 -0.999 0.164 -0.356
S -1.998 1.722 -0.276 -0.217
H 0.360 -0.529 1.844 0.451
H 1.947 -1.193 1.046 0.262
H 1.950 0.471 1.421 0.347
H 1.098 -0.283 -1.943 0.407
H 1.358 1.356 -1.420 0.221
H 2.291 -0.106 -0.811 0.334
H -0.738 -1.720 -0.136 0.266
H -3.296 1.999 0.245 0.177
```

As for the LUMO energy: 0.6 eV. As for the HOMO-LUMO gap: 8.9817 eV. The SMILES is CN(C)NC(=S)S.

=====

Model x:
Computed, not measured: a single C3H8N2S2 molecule, with ωB97M-V with the def2-TZVPD basis set.

```
15
Properties=species:S:1:pos:R:3:mulliken_charge:R:1
C -2.203 0.950 0.809 -0.375
C 0.144 -0.686 -0.200 0.380
C 1.602 -0.950 0.281 -1.123
N -1.470 1.221 -0.230 -0.247
N -0.160 0.780 -0.124 -0.411
S -1.000 -1.483 0.871 -0.388
S -0.064 -1.356 -1.890 -0.228
H -1.782 0.672 1.792 0.374
H -3.214 1.228 0.617 0.290
H 2.126 -0.152 -0.319 0.291
H 2.034 -1.925 0.033 0.342
H 1.929 -0.824 1.315 0.292
H -1.946 1.051 -1.227 0.330
H 0.371 1.270 -0.820 0.318
H -0.142 -2.561 -1.366 0.154
```

As for the LUMO energy: -0.3 eV. As for the HOMO-LUMO gap: 7.1146 eV.

=====

Model y:
Computed, not measured: a single C3H8N2S2 molecule, with ωB97M-V with the def2-TZVPD basis set.

```
15
Properties=species:S:1:pos:R:3:mulliken_charge:R:1
C 0.184 -0.975 -1.697 -0.707
C -0.279 0.531 -1.482 -0.486
C -0.421 1.116 1.516 0.451
H -0.674 -1.876 -0.102 0.269
H 0.774 -1.831 0.280 0.258
H -0.209 -1.408 -2.597 0.433
H 1.182 -1.042 -2.100 0.391
H -1.374 0.647 -1.144 0.243
H -0.099 0.875 -2.440 0.366
H 1.489 1.440 2.384 0.228
H -0.031 1.596 3.578 0.286
N 0.168 -2.007 -0.568 -0.649
N 0.566 1.176 2.659 -0.525
S 0.659 1.053 0.120 -0.232
S -1.934 0.705 1.593 -0.328
```

As for the LUMO energy: 0.2 eV. As for the HOMO-LUMO gap: 9.2046 eV. The SMILES is NCCSC(N)=S.

=====

Model z:
Computed, not measured: a single C3H8N2S2 molecule, with ωB97M-V with the def2-TZVPD basis set.

```
15
Properties=species:S:1:pos:R:3:mulliken_charge:R:1
C 1.927 -0.684 -1.655 -0.837
C -0.016 -0.105 0.266 0.638
C 0.329 -0.110 2.640 -0.874
H 2.939 -1.217 -1.687 0.283
H 1.302 -1.046 -2.467 0.266
H 2.012 0.362 -1.716 0.333
H -0.847 -0.382 -1.599 0.278
H -2.687 0.965 0.138 0.129
H 1.375 -0.321 2.467 0.331
H 0.246 0.705 3.356 0.292
H -0.126 -1.020 3.159 0.250
N -0.698 0.312 -0.854 -0.354
N -0.414 0.270 1.430 -0.476
S 1.288 -1.278 -0.045 -0.093
S -1.906 1.483 -0.778 -0.165
```

As for the LUMO energy: 0.6 eV. As for the HOMO-LUMO gap: 9.4972 eV. The SMILES is C/N=C(/NS)SC.

=====

Most stable to least stable, the ends of the list are model z and model x.

=====

Model w:
Computed, not measured: a single C2H4P2S molecule, with ωB97M-V with the def2-TZVPD basis set.

```
9
Properties=species:S:1:pos:R:3:mulliken_charge:R:1
C -0.680 -0.487 0.376 -0.521
C -0.217 0.075 -0.944 -0.615
P 0.634 -0.540 1.773 -0.026
P 1.979 0.903 1.300 0.091
S 1.422 1.542 -0.558 -0.161
H -1.624 0.147 0.815 0.264
H -0.937 -1.569 0.397 0.306
H 0.445 -0.569 -1.450 0.356
H -1.022 0.499 -1.708 0.306
```

As for the LUMO energy: -0.5 eV. As for the HOMO-LUMO gap: 7.8308 eV.

=====

Model x:
Computed, not measured: a single C2H4P2S molecule, with ωB97M-V with the def2-TZVPD basis set.

```
9
Properties=species:S:1:pos:R:3:mulliken_charge:R:1
C -0.433 0.752 0.242 -0.500
C -0.216 -0.624 -0.292 -0.821
P -1.926 1.736 -0.070 -0.046
P -3.369 0.296 -0.002 0.062
S -2.633 -1.620 0.028 -0.230
H -0.334 0.714 1.271 0.388
H 0.448 1.407 -0.092 0.344
H -0.481 -0.693 -1.315 0.408
H 0.334 -1.378 0.116 0.394
```

As for the LUMO energy (alpha / beta): -1.2 / -1.2 eV. As for the HOMO-LUMO gap (alpha / beta): 7.1122 / 7.1111 eV.

=====

Model y:
Computed, not measured: a single C2H4P2S molecule, with ωB97M-V with the def2-TZVPD basis set.

```
9
Properties=species:S:1:pos:R:3:mulliken_charge:R:1
C 0.062 -0.369 -0.112 0.202
C 0.685 1.048 -0.052 -1.011
P 1.103 -1.715 0.178 -0.040
P -1.763 -0.865 -0.026 0.182
S -2.896 0.676 0.261 -0.282
H -0.052 1.725 0.308 0.282
H 1.060 1.371 -0.973 0.321
H 1.702 1.030 0.457 0.321
H 0.098 -2.900 -0.042 0.024
```

As for the LUMO energy: -1.7 eV. As for the HOMO-LUMO gap: 7.1849 eV. The SMILES is [H]/P=C(/C)P=S.

=====

Most stable to least stable, the ends of the list are model w and model x.

=====

Model w:
Computed, not measured: 2 unconnected molecules or ions with the total composition CH6OS2, with ωB97M-V with the def2-TZVPD basis set.

```
10
Properties=species:S:1:pos:R:3:mulliken_charge:R:1
S -1.203 -4.097 -3.302 -0.128
S -1.825 -3.451 -1.431 -0.183
H -2.240 -3.740 -3.937 0.141
H -0.907 -3.978 -0.504 0.171
C 1.102 2.387 1.836 -0.581
O 1.067 2.823 0.480 -0.475
H 0.854 3.165 2.475 0.321
H 2.153 2.352 2.018 0.224
H 0.755 1.336 1.942 0.223
H 0.244 3.203 0.423 0.288
```

As for the LUMO energy: 0.2 eV. As for the HOMO-LUMO gap: 8.7707 eV. The SMILES is CO.SS.

=====

Model x:
Computed, not measured: 2 unconnected molecules or ions with the total composition CH6OS2, with ωB97M-V with the def2-TZVPD basis set.

```
10
Properties=species:S:1:pos:R:3:mulliken_charge:R:1
S -2.159 -0.435 0.399 -0.157
S -0.927 0.170 -1.204 -0.174
H -2.685 -1.477 -0.256 0.161
H -0.459 -1.068 -1.397 0.160
C 2.564 0.592 1.253 -0.465
O 3.519 0.140 0.315 -0.499
H 1.960 1.413 0.883 0.232
H 1.922 -0.224 1.605 0.220
H 3.104 0.937 2.139 0.232
H 3.096 -0.403 -0.355 0.290
```

As for the LUMO energy: 0.0 eV. As for the HOMO-LUMO gap: 9.2200 eV. The SMILES is CO.SS.

=====

Most stable to least stable, the ends of the list are model x and model w.

=====

Model w:
Computed, not measured: 8 unconnected molecules or ions with the total composition H18NO7, with ωB97M-V with the def2-TZVPD basis set.

```
26
Properties=species:S:1:pos:R:3:mulliken_charge:R:1
N -20.187 -15.961 -7.452 -0.132
H -20.520 -16.535 -6.676 0.348
H -19.288 -16.320 -7.913 0.361
H -20.379 -15.092 -7.398 0.218
H -20.959 -15.855 -8.177 0.153
O -20.558 -17.036 -10.128 -0.640
H -20.077 -17.097 -11.006 0.322
H -21.287 -17.742 -10.227 0.332
O -22.338 -16.867 -4.944 -0.621
H -23.004 -16.192 -5.182 0.333
H -22.458 -17.645 -5.291 0.300
O -17.900 -15.640 -11.261 -0.618
H -17.206 -14.981 -11.432 0.313
H -17.875 -15.428 -10.334 0.330
O -21.886 -12.827 -6.233 -0.618
H -21.560 -12.479 -5.400 0.318
H -22.592 -13.457 -6.059 0.292
O -17.935 -14.332 -8.813 -0.621
H -18.747 -13.857 -9.036 0.362
H -17.515 -13.742 -8.288 0.264
O -20.744 -13.073 -8.894 -0.596
H -20.691 -12.405 -9.628 0.303
H -21.319 -12.655 -8.296 0.281
O -23.410 -15.372 -9.741 -0.634
H -22.519 -15.689 -10.092 0.341
H -23.582 -14.450 -9.753 0.309
```

As for the LUMO energy: -3.4 eV. As for the HOMO-LUMO gap: 10.6992 eV. As for the net charge: +1.

=====

Model x:
Computed, not measured: 8 unconnected molecules or ions with the total composition H18NO7, with ωB97M-V with the def2-TZVPD basis set.

```
26
Properties=species:S:1:pos:R:3:mulliken_charge:R:1
N 0.077 -0.309 0.119 -0.392
H -0.386 0.522 0.795 0.396
H -0.441 -1.087 0.384 0.412
H 0.947 -0.299 0.477 0.325
H -0.088 0.031 -0.871 0.226
O -0.110 0.306 -3.287 -0.661
H -0.533 0.687 -4.138 0.310
H 0.729 0.840 -3.447 0.330
O 3.314 1.103 0.934 -0.643
H 3.177 1.931 1.300 0.317
H 3.676 0.504 1.628 0.332
O -2.320 -1.051 -1.293 -0.620
H -2.555 -0.287 -1.849 0.308
H -3.164 -1.365 -0.818 0.315
O 0.861 -2.203 -1.597 -0.592
H 1.503 -2.867 -1.787 0.292
H 0.697 -1.650 -2.375 0.324
O -1.059 2.781 -0.124 -0.641
H -1.945 2.903 -0.662 0.328
H -0.799 3.768 -0.153 0.327
O 0.455 1.654 2.734 -0.554
H 0.925 0.946 2.737 0.195
H -0.067 1.114 3.435 0.357
O -1.161 -2.337 2.312 -0.695
H -0.829 -3.410 2.210 0.370
H -0.898 -2.235 3.328 0.335
```

As for the LUMO energy: -3.0 eV. As for the HOMO-LUMO gap: 11.6038 eV. As for the net charge: +1.

=====

Most stable to least stable, the ends of the list are model w and model x.

=====

Model w:
Computed, not measured: a single C5H10N2O4 molecule, with ωB97M-V with the def2-TZVPD basis set.

```
21
Properties=species:S:1:pos:R:3:mulliken_charge:R:1
C -2.133 0.176 0.705 -0.384
C -1.329 -1.087 0.216 0.386
C 1.091 -0.007 0.357 0.236
C 0.701 1.441 -0.111 0.351
C 2.309 -0.475 -0.376 -0.606
H -2.209 1.238 -0.987 0.265
H -3.569 1.199 -0.158 0.248
H -2.868 -0.116 1.486 0.412
H -1.489 0.962 1.195 0.190
H 0.355 -1.789 -0.374 0.263
H 1.351 0.014 1.466 0.248
H 2.154 -0.487 -1.475 0.342
H 3.188 0.073 -0.032 0.319
H 2.496 -2.053 0.831 0.323
H 1.587 2.057 1.477 0.406
N -2.800 0.587 -0.496 -0.661
N 0.036 -0.968 0.081 -0.167
O -1.869 -2.099 -0.094 -0.569
O 0.058 1.680 -1.111 -0.585
O 2.493 -1.845 -0.107 -0.544
O 1.132 2.423 0.652 -0.474
```

As for the LUMO energy: 0.0 eV. As for the HOMO-LUMO gap: 9.3136 eV. The SMILES is NCC(=O)N[C@@H](CO)C(=O)O.

=====

Model x:
Computed, not measured: a single C5H10N2O4 molecule, with ωB97M-V with the def2-TZVPD basis set.

```
21
Properties=species:S:1:pos:R:3:mulliken_charge:R:1
C -1.280 0.779 -1.573 -0.184
C -1.652 0.047 -0.149 0.310
C 0.807 -0.019 0.499 0.751
C 1.749 -0.756 -0.362 0.416
C 1.357 -0.138 1.947 -1.160
H -2.888 1.417 -2.527 0.265
H -2.985 -0.048 -1.721 0.212
H -0.282 0.401 -1.937 0.192
H -1.103 1.815 -1.217 0.264
H -0.674 -0.731 1.422 0.159
H 0.818 0.945 0.084 0.193
H 1.200 -1.074 2.400 0.532
H 0.613 0.446 2.563 0.412
H 2.849 1.128 1.916 0.338
H 0.319 -2.197 -0.623 0.393
N -2.463 0.525 -2.267 -0.516
N -0.496 -0.566 0.482 -0.345
O -2.750 0.069 0.399 -0.600
O 2.926 -0.395 -0.717 -0.644
O 2.685 0.268 2.245 -0.485
O 1.249 -1.916 -0.865 -0.503
```

As for the LUMO energy: 0.4 eV. As for the HOMO-LUMO gap: 10.3074 eV. The SMILES is NCC(=O)N[C@@H](CO)C(=O)O.

=====

Most stable to least stable, the ends of the list are model w and model x.

=====

Model w:
Computed, not measured: 2 unconnected molecules or ions with the total composition C4H8N2O4, with ωB97M-V with the def2-TZVPD basis set.

```
18
Properties=species:S:1:pos:R:3:mulliken_charge:R:1
C -2.921 -1.424 -1.174 0.067
C 1.588 1.619 -0.945 0.147
C 1.523 0.024 1.799 -0.416
C 0.275 0.266 0.832 0.399
N -1.629 -1.298 -1.334 -0.541
N 0.514 1.013 -0.339 -0.039
O -3.367 -1.180 0.048 -0.488
O 2.723 1.375 -0.646 -0.577
O 2.560 0.838 1.785 -0.549
O -0.890 -0.055 1.064 -0.611
H -3.637 -1.763 -1.918 0.365
H 1.348 2.226 -1.844 0.332
H 1.245 -0.236 2.825 0.387
H 1.790 -1.008 1.360 0.214
H -1.314 -1.564 -2.276 0.168
H -0.362 1.239 -0.657 0.214
H 3.090 0.843 0.939 0.417
H -2.535 -0.916 0.481 0.511
```

As for the LUMO energy: 0.5 eV. As for the HOMO-LUMO gap: 10.2607 eV. The SMILES is O=CNC(=O)CO.[H]/N=C/O.

=====

Model x:
Computed, not measured: 2 unconnected molecules or ions with the total composition C4H8N2O4, with ωB97M-V with the def2-TZVPD basis set.

```
18
Properties=species:S:1:pos:R:3:mulliken_charge:R:1
C 2.362 -0.034 1.074 -1.219
C 1.569 -0.502 -0.110 0.826
N 1.398 0.382 -1.164 -0.285
O 1.189 -1.652 -0.238 -0.750
H 1.647 1.345 -1.005 0.187
H 1.102 0.049 -2.070 0.243
H 2.727 -0.905 1.617 0.358
H 3.185 0.629 0.824 0.342
H 1.722 0.457 1.803 0.274
C -1.464 0.941 0.497 0.524
C -1.931 -0.101 -0.691 0.568
N -1.500 -1.365 -0.615 -0.249
O -2.524 1.482 1.083 -0.479
O -0.375 1.407 0.695 -0.478
O -3.045 0.164 -1.133 -0.671
H -3.350 1.373 0.554 0.369
H -2.104 -2.100 -0.956 0.228
H -0.608 -1.571 -0.166 0.213
```

As for the LUMO energy: 0.6 eV. As for the HOMO-LUMO gap: 10.4615 eV. The SMILES is NC(=O)C(=O)O.CC(N)=O.

=====

Most stable to least stable, the ends of the list are model x and model w.

=====

Model w:
Computed, not measured: 2 unconnected molecules or ions with the total composition C2H2Cl3O2S, with ωB97M-V with the def2-TZVPD basis set.

```
10
Properties=species:S:1:pos:R:3:mulliken_charge:R:1
C -0.637 -0.659 0.853 -0.912
C 0.436 -1.195 1.413 0.566
O -0.395 0.034 -2.074 -0.521
O 0.165 2.221 -2.915 -0.480
S 0.470 1.196 -1.987 0.583
Cl -0.375 2.095 0.003 -0.518
Cl 1.860 -1.869 0.643 -0.190
Cl 0.733 -0.920 3.074 -0.236
H -0.784 -0.792 -0.205 0.376
H -1.474 -0.111 1.194 0.331
```

As for the LUMO energy: 3.1 eV. As for the HOMO-LUMO gap: 8.1128 eV. As for the net charge: -1.

=====

Model x:
Computed, not measured: a molecular structure, C2H2Cl3O2S, with ωB97M-V with the def2-TZVPD basis set.

```
10
Properties=species:S:1:pos:R:3:mulliken_charge:R:1
C -1.065 -0.056 -0.466 -0.485
C -0.067 0.587 0.513 0.429
O 1.701 -1.452 1.588 -0.549
O -0.327 0.989 1.631 -0.632
S 1.762 -0.414 0.552 0.434
Cl -2.622 0.683 -0.118 -0.217
Cl 1.832 -1.307 -1.283 -0.265
Cl 0.822 1.956 -0.557 -0.392
H -0.864 0.215 -1.453 0.390
H -1.172 -1.201 -0.407 0.287
```

As for the LUMO energy: 3.4 eV. As for the HOMO-LUMO gap: 7.6430 eV. As for the net charge: -1.

=====

Most stable to least stable, the ends of the list are model w and model x.

=====

Model w:
Computed, not measured: a single C9H10N2O2 molecule, with ωB97M-V with the def2-TZVPD basis set.

```
23
Properties=species:S:1:pos:R:3:mulliken_charge:R:1
C -0.452 3.108 0.635 -0.282
C -0.340 2.629 1.932 -0.823
C -0.267 2.353 -0.485 -0.931
C 0.083 1.317 2.050 -0.087
C 0.064 1.049 -0.281 0.916
C 0.282 0.464 0.993 -0.371
C 0.288 0.005 -1.354 0.260
C 0.581 -0.998 0.758 0.012
C -1.039 -2.641 -1.763 -0.659
N 0.491 -1.182 -0.705 0.465
N 0.370 -2.367 -1.485 -0.661
O 0.067 0.221 -2.487 -0.582
O 1.916 -1.360 1.146 -0.545
H -0.622 4.103 0.545 0.495
H -0.558 3.333 2.756 0.365
H -0.336 2.739 -1.435 0.582
H 0.192 0.727 3.060 0.245
H -0.126 -1.822 1.225 0.206
H -1.308 -1.683 -2.308 0.226
H -0.983 -3.574 -2.382 0.314
H -1.551 -2.755 -0.826 0.234
H 0.906 -3.127 -1.074 0.245
H 2.344 -0.537 1.486 0.376
```

As for the LUMO energy: 0.5 eV. As for the HOMO-LUMO gap: 9.3887 eV. The SMILES is CNN1C(=O)c2ccccc2[C@@H]1O.

=====

Model x:
Computed, not measured: a single C9H10N2O2 molecule, with ωB97M-V with the def2-TZVPD basis set.

```
23
Properties=species:S:1:pos:R:3:mulliken_charge:R:1
C 5.203 0.893 -0.137 -0.155
C 4.309 0.091 0.066 -0.507
C 3.076 -0.735 0.009 -0.259
C 0.814 -0.573 -0.001 -0.457
C -1.303 -0.975 -0.095 0.200
C -2.795 -0.947 -0.122 -0.481
C -3.176 0.508 0.280 -0.652
C -0.855 1.492 0.142 -0.739
C -0.460 0.043 -0.082 1.440
H 6.068 1.483 -0.020 0.432
H 3.081 -1.369 0.928 0.305
H 3.084 -1.516 -0.783 0.342
H -3.097 -1.816 0.561 0.310
H -3.305 -1.198 -1.018 0.292
H -3.132 0.742 1.349 0.305
H -4.171 0.808 -0.019 0.355
H -2.119 1.402 -1.365 0.318
H -0.726 1.814 1.205 0.258
H -0.288 2.156 -0.509 0.348
N 0.719 -1.846 0.058 -0.580
N -2.271 1.608 -0.303 -0.482
O 1.956 0.068 -0.044 -0.319
O -0.612 -2.132 -0.100 -0.274
```

As for the LUMO energy: 0.8 eV. As for the HOMO-LUMO gap: 10.1121 eV. The SMILES is C#CCOc1noc2c1CNCC2.

=====

Most stable to least stable, the ends of the list are model w and model x.